# 1
{
  "formula": "C22H40N2O",
  "method": "wB97M-V/def2-TZVPD",
  "symbols": ["C", "C", "C", "C", "C", "N", "C", "C", "N", "C", "C", "C", "C", "C", "C", "C", "C", "C", "C", "C", "C", "C", "C", "C", "O", "H", "H", "H", "H", "H", "H", "H", "H", "H", "H", "H", "H", "H", "H", "H", "H", "H", "H", "H", "H", "H", "H", "H", "H", "H", "H", "H", "H", "H", "H", "H", "H", "H", "H", "H", "H", "H", "H", "H", "H"],
  "positions_angstrom": [[4.7063, 0.7784, -4.9357], [4.4104, 0.7753, -3.4655], [5.2379, -0.1895, -2.6750], [3.4783, 1.5690, -2.9488], [3.0811, 1.6334, -1.4999], [2.2908, 0.4627, -1.1187], [2.1602, 0.2760, 0.3171], [1.1110, 1.1827, 0.9664], [-0.1656, 0.9484, 0.3203], [-1.2820, 1.6153, 0.9694], [-2.6007, 0.8626, 0.6984], [-3.0655, 0.0570, 1.8895], [-3.5984, 0.6585, 2.9540], [-3.8263, 2.1414, 3.0598], [-4.0301, -0.0811, 4.1930], [-3.3691, -1.4460, 4.2998], [-3.5395, -2.1716, 2.9754], [-2.8343, -1.4447, 1.8192], [-3.3958, -2.0290, 0.5120], [-1.3245, -1.7148, 1.8688], [-0.0581, 1.2933, -1.0840], [0.9877, 0.4092, -1.7836], [0.4877, -1.0370, -1.9073], [1.4644, -1.9105, -2.6974], [2.6650, -2.1423, -2.0121], [4.0480, 1.4552, -5.4744], [5.7377, 1.0825, -5.1125], [4.5852, -0.2257, -5.3403], [5.1728, -0.0042, -1.6077], [4.8987, -1.2075, -2.8628], [6.2806, -0.1250, -2.9832], [2.9349, 2.2305, -3.6114], [2.5453, 2.5776, -1.3186], [3.9739, 1.6365, -0.8675], [1.8724, -0.7634, 0.4946], [3.1346, 0.4416, 0.7828], [1.4223, 2.2419, 0.8900], [1.0244, 0.9287, 2.0252], [-1.3616, 2.6644, 0.6362], [-1.0902, 1.6254, 2.0436], [-3.3765, 1.5748, 0.4120], [-2.4392, 0.2060, -0.1514], [-4.7518, 2.3332, 3.6014], [-3.0139, 2.6070, 3.6191], [-3.8853, 2.6281, 2.0916], [-3.7931, 0.5245, 5.0719], [-5.1189, -0.2021, 4.1698], [-2.3093, -1.3241, 4.5286], [-3.8211, -2.0234, 5.1093], [-3.1475, -3.1885, 3.0470], [-4.6073, -2.2393, 2.7536], [-3.4474, -3.1130, 0.5927], [-2.7653, -1.7953, -0.3414], [-4.3984, -1.6511, 0.3224], [-0.9181, -1.4523, 2.8424], [-1.1249, -2.7687, 1.6846], [-0.8110, -1.1184, 1.1198], [0.2183, 2.3593, -1.2062], [-1.0271, 1.1498, -1.5653], [1.1349, 0.7926, -2.7998], [-0.4717, -1.0267, -2.4275], [0.3341, -1.4685, -0.9192], [1.6686, -1.4323, -3.6700], [1.0212, -2.8930, -2.8858], [2.9444, -1.2735, -1.6700]],
  "mulliken_charge": [-1.477, 1.151, -1.644, -0.634, -0.702, 0.184, -1.154, -0.780, 1.315, -1.300, -1.562, -0.208, 1.435, -1.987, -1.013, -0.850, -1.542, 2.513, -1.930, -1.304, -1.778, 0.203, -0.580, -0.715, -0.681, 0.363, 0.372, 0.343, 0.255, 0.343, 0.533, 0.233, 0.320, 0.523, 0.302, 0.585, 0.361, 0.520, 0.222, 0.611, 0.708, 0.242, 0.516, 0.328, 0.348, 0.426, 0.392, 0.326, 0.399, 0.456, 0.403, 0.449, 0.318, 0.404, 0.250, 0.566, -0.335, 0.224, 0.717, 0.592, 0.513, -0.198, 0.222, 0.513, 0.380],
  "largest_force_ev_per_a": 0.6,
  "total_energy_ev": -28490.423,
  "smiles": "CC(C)=CCN1CCN(CCC2=C(C)CCCC2(C)C)C[C@@H]1CCO",
  "homo_lumo_gap_ha": 0.33382,
  "e_lumo_ev": 0.81,
  "relative_energy_ev": 0.298
}

---

# 2
{
  "formula": "C22H40O10",
  "method": "wB97M-V/def2-TZVPD",
  "symbols": ["C", "C", "O", "C", "C", "C", "O", "C", "C", "C", "O", "C", "C", "O", "H", "H", "H", "H", "H", "H", "H", "H", "H", "H", "C", "O", "C", "C", "O", "C", "H", "H", "H", "H", "H", "H", "H", "H", "H", "H", "C", "O", "C", "C", "O", "C", "H", "H", "H", "H", "H", "H", "H", "H", "H", "H", "C", "O", "C", "C", "O", "C", "H", "H", "H", "H", "H", "H", "H", "H", "H", "H"],
  "positions_angstrom": [[-0.0176, -2.5873, 0.9696], [0.4526, -1.1476, 0.4489], [-0.1831, -0.0182, 1.0990], [-1.5852, -0.0058, 0.9058], [-2.3914, -0.2778, 2.0465], [-3.9716, -0.2952, 1.7477], [-4.7670, 0.1989, 2.5672], [-4.3834, -0.9556, 0.3524], [-5.6211, -1.9316, 0.1313], [-6.8390, -1.7167, 1.1319], [-7.8282, -2.4800, 0.9902], [-3.5704, -0.6952, -0.7887], [-2.3044, 0.2550, -0.5063], [-1.9498, 1.1416, -1.3100], [-0.1513, -3.2441, 0.0326], [0.7406, -3.0617, 1.6928], [-1.0213, -2.6011, 1.5024], [1.5729, -1.0640, 0.6987], [0.3954, -1.1335, -0.6910], [-1.9428, -0.4705, 3.0671], [-5.9641, -1.9319, -0.9553], [-5.2275, -2.9979, 0.3283], [-6.9171, -0.9223, 1.9411], [-3.7741, -1.1319, -1.8154], [3.3796, 3.6294, -2.2645], [3.5095, 4.0486, -0.9126], [2.5795, 3.3926, -0.0506], [3.2427, 2.2603, 0.7240], [3.6467, 1.2037, -0.1464], [5.0369, 1.2369, -0.4320], [4.2610, 3.9713, -2.8103], [3.3168, 2.5422, -2.3521], [2.4920, 4.0885, -2.7107], [1.7158, 3.0270, -0.6163], [2.2222, 4.1433, 0.6606], [2.5126, 1.8379, 1.4203], [4.0913, 2.6280, 1.3105], [5.6023, 0.8706, 0.4306], [5.3769, 2.2415, -0.6942], [5.2262, 0.5751, -1.2798], [-2.0906, -1.0743, -4.5320], [-2.6408, -2.3709, -4.3272], [-3.5943, -2.7195, -5.3308], [-2.9874, -3.6501, -6.3740], [-1.9765, -2.9897, -7.1321], [-0.6664, -3.3298, -6.7021], [-1.2111, -0.9751, -3.8932], [-1.7861, -0.9174, -5.5691], [-2.8218, -0.3135, -4.2414], [-4.0101, -1.8220, -5.8008], [-4.4109, -3.2431, -4.8248], [-3.7720, -3.9462, -7.0781], [-2.5935, -4.5597, -5.9084], [-0.4086, -4.3333, -7.0542], [-0.5680, -3.2855, -5.6150], [0.0322, -2.6155, -7.1422], [2.4432, 0.6498, 6.8746], [3.1131, 1.9012, 6.7945], [4.1412, 1.9025, 5.8056], [3.6810, 2.5930, 4.5273], [2.6428, 1.8560, 3.8847], [1.3567, 2.4088, 4.1272], [1.5302, 0.7922, 7.4555], [2.1712, 0.2668, 5.8882], [3.0773, -0.0769, 7.3918], [4.4835, 0.8829, 5.5988], [4.9833, 2.4614, 6.2240], [4.5233, 2.6335, 3.8283], [3.3619, 3.6211, 4.7281], [1.2204, 3.3115, 3.5235], [1.2059, 2.6466, 5.1826], [0.6080, 1.6725, 3.8275]],
  "mulliken_charge": [-0.823, -0.164, -0.153, 0.147, -0.260, 0.182, -0.549, 0.488, -0.478, -0.036, -0.502, -0.251, 0.129, -0.552, 0.259, 0.292, 0.229, 0.188, 0.248, 0.410, 0.332, 0.290, 0.367, 0.194, -0.715, -0.419, -0.579, 0.079, -0.315, -0.848, 0.251, 0.308, 0.325, 0.325, 0.351, 0.132, 0.176, 0.302, 0.356, 0.255, -0.805, -0.310, -0.537, -0.556, -0.375, -0.687, 0.191, 0.419, 0.361, 0.374, 0.366, 0.376, 0.330, 0.328, 0.281, 0.247, -0.672, -0.386, -0.669, -0.549, -0.082, -0.783, 0.246, 0.255, 0.328, 0.347, 0.386, 0.311, 0.415, 0.302, 0.482, 0.094],
  "largest_force_ev_per_a": 4.0,
  "total_energy_ev": -43928.932,
  "smiles": "CCOC1=CC(=O)C(CC=O)=CC1=O.COCCOC.COCCOC.COCCOC",
  "homo_lumo_gap_ha": 0.28889,
  "e_lumo_ev": -1.23,
  "relative_energy_ev": 9.433
}

---

# 3
{
  "formula": "C22H41BMgN6O3SSi",
  "method": "wB97M-V/def2-TZVPD",
  "symbols": ["H", "N", "B", "N", "C", "Mg", "H", "C", "H", "C", "H", "C", "H", "H", "H", "N", "N", "N", "N", "C", "C", "H", "H", "C", "C", "C", "C", "H", "H", "H", "H", "H", "C", "C", "C", "C", "O", "Si", "S", "O", "C", "C", "C", "C", "O", "C", "C", "C", "C", "H", "H", "H", "H", "H", "H", "H", "H", "H", "H", "H", "H", "H", "H", "H", "H", "H", "H", "H", "H", "H", "H", "H", "H", "H", "H", "H"],
  "positions_angstrom": [[-1.3981, -0.1035, -2.8737], [0.5079, 0.8016, -3.2078], [2.4234, 2.1396, -4.2519], [1.0014, 1.5248, -4.2719], [0.0984, 1.5754, -5.2627], [1.8558, 0.3460, -1.5857], [0.3355, 2.0937, -6.1779], [-1.0483, 0.9096, -4.8415], [-1.9536, 0.7713, -5.3918], [-0.7568, 0.4489, -3.5345], [2.5935, 2.8626, -5.1984], [3.2875, -1.5774, 1.2035], [3.0605, -2.1620, 2.0956], [3.3771, -0.5233, 1.4632], [4.2330, -1.9563, 0.8141], [3.3993, 0.9432, -4.2939], [2.6743, 2.8821, -2.9088], [3.3829, -0.0292, -3.2973], [2.3720, 2.3610, -1.6522], [4.3397, 0.6776, -5.2084], [3.2252, 4.0964, -2.7791], [4.4899, 1.3577, -6.0507], [3.5782, 4.6170, -3.6593], [4.9737, -0.4899, -4.8509], [3.2217, 4.4436, -1.4358], [4.3610, -0.9093, -3.6507], [2.6503, 3.3470, -0.7594], [5.7665, -0.9908, -5.3915], [3.5847, 5.3564, -1.0067], [4.6296, -1.7904, -3.0971], [2.4491, 3.2885, 0.2968], [2.4893, -1.6813, 0.4537], [0.6738, -2.1287, 4.1202], [-0.3913, -2.8130, 3.2547], [0.2577, -3.7179, 2.2201], [-1.3339, -3.6143, 4.1597], [-1.2311, -1.8755, 2.5409], [-1.1380, -0.6995, 1.3631], [0.0250, -1.1054, -0.2250], [-2.7270, -0.5404, 0.8619], [-3.8453, -1.4421, 0.8815], [-3.5036, -2.7515, 0.1730], [-4.3235, -1.7500, 2.3021], [-4.9419, -0.6784, 0.1222], [-0.6888, 0.6550, 2.2153], [-1.1040, 2.0301, 2.0546], [-0.7302, 2.5418, 0.6605], [-2.6090, 2.2101, 2.2823], [-0.3281, 2.7659, 3.1605], [1.2797, -2.8947, 4.6370], [0.2059, -1.5138, 4.9022], [1.3695, -1.5250, 3.5226], [0.8067, -4.5200, 2.7319], [-0.5202, -4.1681, 1.5889], [0.9560, -3.1493, 1.5908], [-1.8019, -2.9500, 4.9006], [-2.1127, -4.0942, 3.5512], [-0.8076, -4.4100, 4.7110], [-2.7858, -3.3524, 0.7495], [-4.4198, -3.3560, 0.0836], [-3.1204, -2.5560, -0.8364], [-4.5617, -0.8278, 2.8518], [-5.2494, -2.3498, 2.2504], [-3.5868, -2.3488, 2.8544], [-5.1717, 0.2531, 0.6624], [-4.5718, -0.4412, -0.8856], [-5.8798, -1.2471, 0.0184], [-1.3338, 2.0556, -0.1206], [-0.9371, 3.6218, 0.6171], [0.3388, 2.3913, 0.4442], [-2.9128, 1.8251, 3.2682], [-2.8378, 3.2897, 2.2681], [-3.2082, 1.7449, 1.4863], [-0.6383, 2.3622, 4.1382], [0.7493, 2.5918, 3.0166], [-0.5136, 3.8520, 3.1622]],
  "mulliken_charge": [0.532, -0.257, 0.249, 0.164, -0.137, 1.053, 0.442, -1.113, 0.422, -0.134, -0.124, -0.810, 0.295, 0.232, 0.383, 0.375, 0.243, -0.479, -0.537, -0.130, -0.048, 0.409, 0.441, -0.894, -1.195, -0.328, -0.052, 0.385, 0.413, 0.456, 0.563, -0.041, -1.571, 2.021, -1.431, -1.852, 0.216, 0.283, -0.774, -0.164, 1.794, -1.341, -1.374, -1.763, -0.427, 1.827, -1.089, -1.587, -1.853, 0.441, 0.354, 0.192, 0.470, 0.245, 0.075, 0.377, 0.352, 0.423, 0.077, 0.495, 0.229, 0.285, 0.463, 0.088, 0.359, 0.346, 0.399, 0.189, 0.582, -0.250, 0.349, 0.484, 0.161, 0.393, 0.365, 0.365],
  "largest_force_ev_per_a": 2.6,
  "total_energy_ev": -63406.122,
  "homo_lumo_gap_ha": 0.30240,
  "e_lumo_ev": 0.16
}